w.
C5H14 | ωB97M-V with the def2-TZVPD basis set

Structure (XYZ):
```
19
Properties=species:S:1:pos:R:3
C -2.71 0.18 1.55
C -1.78 -0.72 0.74
C -0.35 -0.38 0.99
H -3.52 0.59 1.05
H -3.06 -0.23 2.44
H -2.14 1.12 1.79
H -1.98 -1.65 1.10
H -1.98 -0.66 -0.47
H 0.43 -0.86 1.70
H 0.19 -0.59 -0.02
H -0.03 0.70 1.15
C 2.32 1.05 -1.17
C 2.27 -0.26 -1.95
H 2.77 0.98 -0.22
H 2.72 1.90 -1.78
H 1.26 1.42 -0.91
H 1.38 -0.59 -2.51
H 2.98 -0.27 -2.89
H 2.48 -1.13 -1.38
```

Calculated values
HOMO level = -10.95 eV
SMILES string = CCC.CC
Charge = 0

Results of the natural (NBO) charge analysis, in e, for atoms 1 through 6: atom 1 (C): -0.604, atom 2 (C): -0.404, atom 3 (C): -0.644, atom 4 (H): 0.209, atom 5 (H): 0.204, atom 6 (H): 0.195

x.
C5H14 | ωB97M-V with the def2-TZVPD basis set

Structure (XYZ):
```
19
Properties=species:S:1:pos:R:3
C 0.38 -0.98 -1.36
C -0.98 -0.57 -1.92
C -1.64 0.59 -1.16
H 0.66 -1.91 -1.84
H 1.14 -0.20 -1.52
H 0.26 -1.00 -0.28
H -1.60 -1.45 -1.85
H -0.95 -0.32 -2.98
H -1.00 0.93 -0.35
H -2.62 0.35 -0.78
H -1.72 1.49 -1.79
C 1.32 1.11 1.88
C 0.80 -0.26 2.36
H 0.55 1.85 1.65
H 2.01 1.57 2.58
H 1.81 0.94 0.92
H 1.21 -1.01 1.70
H -0.28 -0.21 2.54
H 1.05 -0.47 3.41
```

Calculated values
HOMO level = -11.28 eV
SMILES string = CCC.CC
Charge = 0

Results of the natural (NBO) charge analysis, in e, for atoms 1 through 6: atom 1 (C): -0.604, atom 2 (C): -0.396, atom 3 (C): -0.616, atom 4 (H): 0.210, atom 5 (H): 0.197, atom 6 (H): 0.204

y.
C5H14 | ωB97M-V with the def2-TZVPD basis set

Structure (XYZ):
```
19
Properties=species:S:1:pos:R:3
C 0.84 -1.13 -1.34
C -0.23 -1.28 -0.22
C -0.56 -2.74 0.02
H 0.50 -1.13 -2.31
H 1.54 -0.20 -1.24
H 1.56 -1.97 -1.41
H -1.15 -0.78 -0.59
H 0.17 -0.81 0.67
H -0.70 -3.36 -0.79
H -1.51 -2.84 0.61
H 0.22 -3.26 0.56
C -0.42 2.97 0.23
C 0.30 2.06 1.31
H -1.02 2.36 -0.46
H -1.03 3.72 0.68
H 0.39 3.50 -0.39
H -0.26 2.09 2.28
H 0.44 1.08 0.79
H 1.28 2.38 1.58
```

Calculated values
HOMO level = -11.37 eV
SMILES string = CCC.CC
Charge = 0

Results of the natural (NBO) charge analysis, in e, for atoms 1 through 6: atom 1 (C): -0.611, atom 2 (C): -0.407, atom 3 (C): -0.604, atom 4 (H): 0.203, atom 5 (H): 0.201, atom 6 (H): 0.201

z.
C5H14 | ωB97M-V with the def2-TZVPD basis set

Structure (XYZ):
```
19
Properties=species:S:1:pos:R:3
C 0.36 -1.61 -0.33
C -0.90 -1.87 -1.13
C -1.63 -0.59 -1.53
H 1.00 -2.49 -0.27
H 0.96 -0.89 -0.90
H 0.28 -1.22 0.68
H -1.62 -2.52 -0.61
H -0.65 -2.43 -2.03
H -1.55 -0.29 -2.57
H -1.21 0.27 -1.01
H -2.68 -0.59 -1.25
C 0.67 2.15 0.77
C 1.34 1.40 1.95
H -0.32 1.76 0.57
H 0.47 3.19 1.08
H 1.28 2.06 -0.12
H 2.31 1.83 2.09
H 1.16 0.34 1.77
H 0.73 1.52 2.85
```

Calculated values
HOMO level = -11.33 eV
SMILES string = CCC.CC
Charge = 0

Results of the natural (NBO) charge analysis, in e, for atoms 1 through 6: atom 1 (C): -0.603, atom 2 (C): -0.408, atom 3 (C): -0.614, atom 4 (H): 0.209, atom 5 (H): 0.200, atom 6 (H): 0.201

Winner for stability: z

w.
C5H14 | ωB97M-V with the def2-TZVPD basis set

Structure (XYZ):
```
19
Properties=species:S:1:pos:R:3
C -1.60 -1.27 -2.45
C -0.83 -0.60 -1.31
C 0.65 -0.39 -1.69
H -2.58 -1.60 -2.09
H -1.72 -0.66 -3.34
H -1.05 -2.16 -2.78
H -0.91 -1.18 -0.39
H -1.26 0.37 -1.06
H 1.17 -1.29 -2.00
H 1.15 0.07 -0.85
H 0.64 0.38 -2.47
C 0.87 1.62 3.22
C 0.84 0.56 2.09
H -0.12 2.00 3.46
H 1.30 1.17 4.11
H 1.47 2.48 2.96
H 0.84 1.02 1.11
H 1.62 -0.17 2.22
H -0.11 0.03 2.17
```

Calculated values
HOMO level = -11.46 eV
SMILES string = CCC.CC
Charge = 0

Results of the natural (NBO) charge analysis, in e, for atoms 1 through 6: atom 1 (C): -0.608, atom 2 (C): -0.391, atom 3 (C): -0.606, atom 4 (H): 0.207, atom 5 (H): 0.203, atom 6 (H): 0.199

x.
C5H14 | ωB97M-V with the def2-TZVPD basis set

Structure (XYZ):
```
19
Properties=species:S:1:pos:R:3
C -0.07 -2.14 -0.37
C 0.38 -1.76 1.05
C 0.80 -0.31 1.25
H 0.56 -1.73 -1.16
H -0.25 -3.21 -0.37
H -0.91 -1.53 -0.74
H -0.48 -1.97 1.71
H 1.19 -2.39 1.38
H 0.01 0.37 0.97
H 1.33 -0.03 2.15
H 1.70 -0.13 0.61
C -0.31 2.53 -0.41
C -0.81 1.51 -1.40
H 0.58 2.08 0.06
H 0.17 3.46 -0.73
H -1.03 2.60 0.40
H -1.70 1.84 -1.96
H -1.12 0.56 -0.97
H -0.18 1.14 -2.23
```

Calculated values
HOMO level = -11.04 eV
SMILES string = CCC.CC
Charge = 0

Results of the natural (NBO) charge analysis, in e, for atoms 1 through 6: atom 1 (C): -0.618, atom 2 (C): -0.397, atom 3 (C): -0.619, atom 4 (H): 0.208, atom 5 (H): 0.216, atom 6 (H): 0.202

y.
C5H14 | ωB97M-V with the def2-TZVPD basis set

Structure (XYZ):
```
19
Properties=species:S:1:pos:R:3
C 0.81 1.34 -2.13
C 0.51 1.09 -0.65
C 1.61 1.58 0.30
H -0.06 1.79 -2.62
H 1.08 0.45 -2.68
H 1.61 2.08 -2.26
H -0.46 1.50 -0.39
H 0.38 0.03 -0.48
H 1.63 1.00 1.22
H 2.60 1.46 -0.16
H 1.52 2.64 0.50
C -1.94 -1.38 0.86
C -0.91 -2.35 1.48
H -1.87 -1.48 -0.23
H -2.94 -1.64 1.17
H -1.67 -0.34 1.06
H 0.00 -1.83 1.79
H -1.27 -2.81 2.40
H -0.62 -3.15 0.81
```

Calculated values
HOMO level = -11.31 eV
SMILES string = CCC.CC
Charge = 0

Results of the natural (NBO) charge analysis, in e, for atoms 1 through 6: atom 1 (C): -0.612, atom 2 (C): -0.405, atom 3 (C): -0.605, atom 4 (H): 0.207, atom 5 (H): 0.209, atom 6 (H): 0.201

Winner for stability: w